Here is C4H8O3 in the gas phase from OMol25. Energies are from ωB97M-V/def2-TZVPD.

Properties
DFT total energy: -10419.4654 eV
net charge: 0
SMILES string: O=C(CO)CCO
LUMO level: 0.72 eV
relative energy (zero: lowest compared OMol25 entry of this formula, charge and spin): 35.5 kcal/mol

Last column: Löwdin charge in e.
CARTESIAN COORDINATES (ANGSTROEM)
O (-1.442, 1.642, -0.237)  -0.054
H (1.052, 0.916, 1.145)  0.140
H (-1.114, -0.647, 1.163)  0.126
H (2.597, -0.234, -0.418)  0.072
C (-1.657, 0.318, -0.698)  -0.248
O (2.778, -0.119, 0.541)  -0.044
H (-1.407, 0.227, -1.761)  0.123
C (0.593, -0.538, -0.107)  -0.382
C (1.482, -0.100, 1.024)  -0.209
H (-1.086, -1.736, -0.256)  0.137
H (-0.670, 2.002, -0.696)  0.095
C (-0.866, -0.724, 0.101)  -0.100
O (1.079, -0.507, -1.228)  0.085
H (1.379, -0.592, 2.003)  0.139
H (-2.718, 0.093, -0.576)  0.119